1.
24
Properties=species:S:1:pos:R:3 method="wB97M-V/def2-TZVPD" e_tot_ha=-970.00567 relative_energy_kcal_mol=19.34 homo_lumo_gap_ha=0.3082 smiles=Oc1ccccc1CNc1nccs1 e_lumo_ev=0.61 homo_ev=-7.8 total_charge=0
O 1.032 0.495 -2.202
C 0.522 1.480 -1.406
C 0.929 2.801 -1.536
C 0.397 3.778 -0.713
C -0.542 3.440 0.244
C -0.947 2.122 0.372
C -0.431 1.129 -0.445
C -0.876 -0.304 -0.322
N 0.240 -1.152 0.026
C 0.114 -2.312 0.695
N 1.051 -3.192 0.804
C 0.674 -4.227 1.599
C -0.573 -4.161 2.113
S -1.365 -2.711 1.587
H -1.084 -4.848 2.756
H 1.375 -5.025 1.767
H 1.042 -1.090 -0.585
H -1.322 -0.625 -1.277
H -1.632 -0.393 0.461
H -1.681 1.855 1.118
H -0.958 4.198 0.889
H 0.721 4.802 -0.823
H 1.665 3.060 -2.286
H 1.650 0.878 -2.837

***

2.
15
Properties=species:S:1:pos:R:3 method="wB97M-V/def2-TZVPD" e_tot_ha=-287.77830 relative_energy_kcal_mol=33.98 homo_lumo_gap_ha=0.4122 smiles="CC/N=C/CO" e_lumo_ev=1.08 homo_ev=-10.1 total_charge=0
C -2.049 0.861 -0.196
C -0.967 0.258 -1.089
N 0.267 0.256 -0.334
C 0.801 -0.839 -0.004
C 1.983 -0.791 0.926
O 2.314 0.523 1.260
H -2.287 0.171 0.621
H -1.679 1.789 0.250
H -2.965 1.074 -0.753
H -1.253 -0.756 -1.413
H -0.816 0.869 -1.986
H 0.425 -1.818 -0.336
H 2.837 -1.308 0.465
H 1.709 -1.366 1.827
H 1.681 1.075 0.764

***

3.
21
Properties=species:S:1:pos:R:3 method="wB97M-V/def2-TZVPD" e_tot_ha=-535.03929 relative_energy_kcal_mol=53.05 homo_lumo_gap_ha=0.4296 smiles=O.O.O.O.O.O.O e_lumo_ev=0.25 homo_ev=-11.4 total_charge=0
O 3.980 -5.051 2.125
H 3.325 -5.427 1.537
H 4.797 -5.081 1.626
O 2.533 3.606 3.544
H 2.667 4.541 3.698
H 2.009 3.567 2.744
O -5.680 1.653 1.491
H -4.859 1.214 1.268
H -6.302 1.346 0.831
O -2.447 -1.519 -2.301
H -3.201 -2.100 -2.395
H -1.771 -1.912 -2.854
O 5.375 0.352 -0.825
H 5.798 1.186 -1.033
H 5.964 -0.064 -0.195
O -4.208 1.876 -4.632
H -4.490 2.542 -4.005
H -3.822 1.187 -4.092
O -0.072 -0.427 1.428
H -0.382 -0.644 0.549
H 0.787 -0.846 1.490

***

4.
20
Properties=species:S:1:pos:R:3 method="wB97M-V/def2-TZVPD" e_tot_ha=-453.47342 relative_energy_kcal_mol=111.39 homo_lumo_gap_ha=0.2834 e_lumo_ev=-0.94 homo_ev=-8.7 total_charge=0
C -3.221 0.668 -1.276
C -2.755 -0.993 0.009
C -2.626 -2.035 0.795
C 2.496 1.477 -0.715
C 3.223 0.863 0.174
C 2.836 -0.435 0.624
N -3.684 -0.476 -0.845
N -2.029 1.012 -0.777
N -1.639 0.039 0.052
N -0.610 -0.137 0.705
H -3.779 1.344 -2.014
H -3.349 -2.779 0.817
H -1.674 -1.935 1.481
H 1.588 1.224 -1.159
H 2.784 2.502 -1.056
H 4.056 1.355 0.612
H 1.732 -0.375 0.655
H 3.378 -0.712 1.538
H 3.111 -1.129 -0.230
H 0.160 0.524 0.611

***

5.
46
Properties=species:S:1:pos:R:3 method="wB97M-V/def2-TZVPD" e_tot_ha=-1962.08950 homo_lumo_gap_ha="0.2721 / 0.2351" e_lumo_ev="-5.22 / -5.67" homo_ev="-12.6 / -12.1" total_charge=+1
Au -0.310 -0.304 -0.894
N -1.379 0.699 2.602
C -2.531 0.064 1.904
C -3.731 -0.068 2.808
P -1.894 -1.598 1.321
O -2.961 -2.670 1.765
O -0.608 -1.753 2.067
O -1.829 -1.632 -0.189
P -2.967 1.060 0.391
O -3.132 2.481 1.162
O -4.185 0.607 -0.272
O -1.670 1.273 -0.399
H -0.694 -0.091 2.740
H -1.657 1.114 3.497
H -0.968 1.423 1.998
H -3.565 -0.809 3.590
H -4.584 -0.379 2.204
H -3.983 0.890 3.265
H -3.647 -2.823 1.110
H -3.878 2.954 0.796
O 0.801 1.732 0.396
C 1.908 2.122 -0.378
C 1.796 1.790 -1.849
C 2.606 2.442 -2.775
C 2.523 2.095 -4.111
C 1.622 1.111 -4.496
C 0.837 0.524 -3.524
N 0.934 0.862 -2.241
H 0.015 2.196 0.062
H 2.767 1.581 0.039
H 2.101 3.198 -0.271
H 3.280 3.215 -2.444
H 3.147 2.580 -4.845
H 1.526 0.804 -5.524
H 0.109 -0.238 -3.758
C 2.239 -1.334 1.126
C 1.656 -2.368 0.133
C 2.625 -3.512 -0.146
O 1.135 -1.867 -0.983
H 2.460 -1.803 2.078
H 1.538 -0.520 1.283
H 3.160 -0.943 0.699
H 0.777 -2.755 0.753
H 3.507 -3.116 -0.651
H 2.171 -4.240 -0.813
H 2.935 -3.992 0.776

***

6.
44
Properties=species:S:1:pos:R:3 method="wB97M-V/def2-TZVPD" e_tot_ha=-2406.85559 s_squared=8.79 homo_lumo_gap_ha="0.2898 / 0.2008" e_lumo_ev="-6.62 / -11.41" homo_ev="-14.5 / -16.9" total_charge=+2 spin_multiplicity=6
C 0.375 -0.191 -4.026
C 1.090 -0.085 -2.690
H 1.137 -0.184 -4.827
H -0.332 0.630 -4.177
H -0.187 -1.130 -4.070
O 2.315 -0.035 -2.677
Cl -2.210 -0.180 -1.370
Ru 0.085 -0.031 -0.942
P -0.030 2.224 -0.346
C 1.228 3.042 0.702
C 0.083 3.043 -1.965
H 0.208 4.121 -1.819
H -1.770 3.805 0.184
H -0.824 2.836 -2.542
H -2.393 2.118 0.005
H 2.241 2.789 0.366
H 0.943 2.649 -2.519
C -1.595 2.746 0.411
H 1.078 4.127 0.642
H -1.538 2.595 1.495
H 1.103 2.694 1.739
P 0.201 -2.232 -0.125
C 1.537 -2.830 0.985
C -1.309 -2.834 0.702
H -0.427 -2.965 -2.330
H 0.386 -4.279 -1.403
H 1.344 -2.955 -2.134
C 0.396 -3.213 -1.653
H -2.146 -2.252 0.307
H -1.444 -3.903 0.499
H 1.504 -3.926 1.027
H 1.371 -2.412 1.989
H -1.223 -2.660 1.780
H 2.517 -2.509 0.614
C 1.675 0.091 -0.005
O 2.604 0.153 0.713
C -1.730 0.207 3.980
S -0.284 0.096 2.951
O 0.506 1.303 3.176
O 0.356 -1.172 3.306
O -0.808 0.049 1.545
H -1.433 0.062 5.022
H -2.407 -0.589 3.662
H -2.192 1.185 3.821